The following is a DFT calculation (ωB97M-V with the def2-TZVPD basis set) of the molecule CHClNOP at a distorted geometry.

frontier orbital gap = 10.35 eV
energy = -970.1895 Eh
E_LUMO = -0.109 eV
energy above the lowest of the compared OMol25 structures with the same formula, charge and spin = 222.6 kJ/mol
SMILES string = N#COPCl
HOMO = -10.5 eV

Structure (XYZ):
```
6
Properties=species:S:1:pos:R:3:forces:R:3
N -4.052115 -1.285710 0.023062 -1.2 -1.1 -0.2
C -3.049127 -0.750062 0.007996 5.6 5.1 0.8
O -1.925894 0.231341 0.258827 -5.0 -4.0 -0.1
P -0.671629 0.613299 -0.770597 -0.7 -0.9 -1.3
Cl -0.220725 2.241643 0.221488 0.2 2.3 0.6
H 0.259084 0.019728 0.016988 1.0 -1.4 0.2
```
Forces are in eV/Å.

Just the natural (NBO) charges please, in e? Sure, here they are:
1. N -0.351
2. C 0.542
3. O -0.781
4. P 0.933
5. Cl -0.254
6. H -0.090